Below is a 13-piece molecular cluster, C97H215N13O13 overall in a non-equilibrium geometry, with properties calculated with the ωB97M-V functional and the def2-TZVPD basis.

Summary:
**Lowest unoccupied orbital energy**: 0.436 eV
**Energy above the lowest of the compared OMol25 structures with the same formula, charge and spin**: 0.0 kcal/mol
**HOMO**: -7.89 eV
**Orbital gap**: 8.325 eV
**Electronic energy**: -150051.105 eV
**2S+1**: 1

The geometry in XYZ format:
```
338
Properties=species:S:1:pos:R:3:forces:R:3
C 0.082717 5.942601 -1.409749 -1.34 0.89 1.32
C -0.740782 7.143129 -0.693563 1.08 -0.98 -1.39
C -1.985535 6.564645 -0.030343 0.28 0.50 0.49
C -1.644340 5.868422 1.302555 -0.58 -1.69 -0.75
C -0.778202 6.674199 2.218372 -1.08 1.65 0.75
C 0.455175 7.332874 1.604359 1.64 -0.89 -1.65
N 0.016162 7.929463 0.325392 0.48 1.08 -1.21
O 1.225727 8.454911 -0.382832 -0.47 -1.19 0.80
C 1.049743 8.413245 2.487072 -0.38 -0.53 0.32
C 1.656730 6.322600 1.410126 -1.23 -0.49 -0.17
C -1.085369 8.163564 -1.853290 -0.35 0.30 1.58
H 0.091834 4.961874 -0.890375 0.21 0.75 -0.05
H 1.040563 6.355378 -1.609860 1.13 -0.15 -0.01
H -0.385799 5.784844 -2.358696 -0.45 -0.17 -0.70
H -2.657363 7.413344 0.132720 -0.21 -0.14 0.23
H -2.487348 5.870426 -0.717555 0.21 0.18 0.04
H -1.151666 4.897002 1.110313 -0.06 0.37 -0.26
H -2.602666 5.563413 1.793972 0.69 0.40 -0.12
H -0.528491 6.128783 3.134663 0.12 0.01 -0.24
H -1.475857 7.490323 2.534766 0.77 -0.13 0.12
H 2.060969 8.648719 2.138456 -0.45 0.50 -0.13
H 0.344162 9.263675 2.541281 0.66 -0.24 0.33
H 1.224525 7.874998 3.432421 -0.31 0.72 0.20
H 2.587059 6.779197 1.029658 -0.54 -0.08 0.33
H 1.776676 5.836441 2.371597 0.56 0.17 0.20
H 1.378116 5.493716 0.754814 0.08 0.16 -0.20
H -1.902075 7.795774 -2.494153 0.51 -0.10 0.14
H -0.159105 8.381689 -2.433027 -0.91 -0.03 0.31
H -1.499199 9.086703 -1.329617 0.72 -0.85 -0.81
H 1.107593 9.393779 -0.552245 -0.61 0.06 0.34
C -0.721242 -7.043628 -0.088638 0.20 -0.68 -1.25
C -0.414596 -8.094813 0.974514 1.76 0.32 0.14
C 0.734817 -9.067709 0.590866 -0.56 -0.68 1.39
C 2.047605 -8.306508 0.578212 0.32 -0.28 0.75
C 2.354385 -7.658036 1.949567 -0.86 -0.54 -1.40
C 1.244580 -6.685033 2.301024 0.19 0.23 1.93
N 0.027646 -7.454805 2.231857 -1.71 -0.51 -0.53
O -1.065296 -6.559680 2.479130 0.11 0.39 0.73
C 1.358946 -6.395941 3.846369 0.11 -1.06 -0.55
C 1.175456 -5.349468 1.562807 0.67 -0.15 1.29
C -1.672491 -8.828218 1.318428 -1.46 -0.40 0.41
H 0.105430 -6.721572 -0.750508 -0.22 -0.20 0.58
H -1.192013 -6.189110 0.368205 -0.18 0.23 -0.08
H -1.431667 -7.536305 -0.744864 -0.32 0.22 -0.39
H 0.726499 -9.945201 1.331142 0.16 1.27 -0.74
H 0.532870 -9.526562 -0.362637 -0.13 -0.04 -0.57
H 1.935728 -7.548060 -0.173118 0.36 0.48 -0.53
H 2.893877 -8.943035 0.329328 -0.03 -0.14 -0.31
H 3.321243 -7.160200 1.897394 0.02 -0.18 0.41
H 2.300750 -8.498519 2.653118 0.48 0.39 0.28
H 0.801622 -5.494063 4.107650 0.23 -0.07 0.17
H 0.927814 -7.304041 4.383266 0.70 1.25 -0.50
H 2.438601 -6.308128 4.042420 -0.51 0.21 0.47
H 0.190050 -4.982000 1.819270 -0.03 0.56 -0.14
H 1.953030 -4.674985 1.981565 -0.36 -0.21 -0.54
H 1.245486 -5.475262 0.509681 0.31 0.20 -0.90
H -2.608680 -8.206640 1.219192 1.05 -0.38 0.57
H -1.580233 -9.328549 2.308508 -0.23 0.55 -0.51
H -1.843536 -9.617061 0.613828 0.06 -0.64 -0.63
H -1.433546 -6.892224 3.292039 -0.27 -0.11 0.50
C -1.972204 6.969344 -5.096946 0.26 1.23 -1.09
C -1.668517 6.486249 -6.556057 -1.28 0.04 0.18
C -0.205157 6.165567 -6.811193 1.73 -0.11 1.10
C 0.281157 4.929773 -6.060001 -2.57 -1.37 -0.17
C -0.624833 3.746682 -6.510253 0.60 -1.07 0.35
C -2.121433 3.907868 -6.335587 0.05 0.83 -0.96
N -2.471806 5.252214 -6.827319 -0.31 -0.07 -0.68
O -3.882706 5.502253 -6.697762 0.16 -0.24 0.32
C -2.776369 2.869873 -7.322976 0.23 -0.20 2.10
C -2.469716 3.667360 -4.875986 -1.03 0.95 0.43
C -2.142061 7.562666 -7.589200 0.91 -0.68 -0.07
H -2.952199 6.620781 -4.717647 0.44 0.58 -0.41
H -1.817734 8.081397 -5.019722 -0.65 -0.91 -0.08
H -1.222164 6.585999 -4.463696 0.85 -0.68 0.98
H 0.002426 5.959724 -7.851988 -0.24 0.38 -0.52
H 0.475162 6.976899 -6.452863 -0.82 -0.04 -0.57
H 0.098318 5.076692 -5.013019 0.10 0.08 0.84
H 1.293352 4.619189 -6.158745 0.99 0.29 -0.43
H -0.426811 2.755632 -6.031653 0.41 0.82 0.10
H -0.487674 3.491978 -7.549366 0.48 0.42 -0.66
H -2.496105 3.059583 -8.327462 0.27 0.57 -0.90
H -2.318264 1.898260 -7.065670 -0.56 0.08 -0.03
H -3.867907 2.842397 -7.257890 0.20 -0.12 0.13
H -2.179792 2.682367 -4.574490 0.21 -0.65 0.24
H -2.060917 4.413236 -4.160028 0.13 -0.48 -0.63
H -3.553853 3.733020 -4.731058 -0.06 -0.22 0.12
H -1.470999 8.455326 -7.616544 -0.77 -0.44 0.64
H -3.177901 7.730891 -7.321596 -0.11 0.70 -0.35
H -2.065221 7.180002 -8.625681 -0.28 -0.19 0.59
H -4.227500 5.112246 -5.859662 0.70 0.41 -0.54
C 3.169012 0.358628 6.164852 -0.33 0.72 0.55
C 1.984555 0.947374 5.366233 0.54 1.66 0.60
C 0.625724 0.891085 6.105644 -0.02 -0.89 0.21
C -0.551944 1.675250 5.536803 0.84 0.22 -1.11
C -0.140645 3.134670 5.442749 1.67 -0.15 0.08
C 1.174084 3.326214 4.598769 0.32 0.25 0.43
N 2.235339 2.447784 5.178467 -0.27 -0.52 0.43
O 3.468486 2.693052 4.531747 0.07 -0.15 -0.15
C 0.886951 3.048329 3.117399 -0.54 1.14 -0.47
C 1.695190 4.833567 4.789465 -1.27 -2.69 0.64
C 1.972437 0.215426 4.071612 -0.99 -0.33 -1.77
H 4.056462 0.402003 5.563094 0.39 -0.09 -0.53
H 3.005280 -0.663417 6.455455 -0.33 -0.63 -0.14
H 3.458897 0.866776 7.079864 -0.46 0.48 0.19
H 0.298770 -0.153802 6.093041 0.31 -0.08 0.42
H 0.798327 1.226145 7.127282 0.04 -0.16 0.22
H -1.474506 1.519155 6.092151 0.11 0.03 0.29
H -0.749776 1.277980 4.540125 -0.22 0.00 -0.17
H 0.123950 3.436884 6.472719 -0.39 0.39 -0.39
H -0.861744 3.778643 4.965992 -0.56 0.28 0.21
H 0.328057 2.124801 2.953563 0.29 0.12 -0.13
H 0.196214 3.845985 2.725698 0.77 -0.45 0.26
H 1.827859 3.094045 2.524533 -0.66 -0.17 0.10
H 0.827566 5.450741 4.661645 -0.24 0.67 -0.25
H 2.002760 4.868641 5.823307 0.28 0.28 0.30
H 2.504604 5.063175 4.139123 0.52 0.25 -0.48
H 1.595895 -0.823193 4.130489 0.14 0.46 0.26
H 2.927676 0.157044 3.534945 0.07 0.08 0.39
H 1.301601 0.778491 3.412014 0.11 -0.78 -0.10
H 3.385664 2.486156 3.581959 -0.19 -0.04 0.16
C -8.094515 -6.218498 -1.224837 0.76 0.08 1.24
C -6.543791 -6.262244 -0.832332 -0.91 -0.13 -1.24
C -5.846136 -7.026365 -1.969297 2.14 1.02 -0.15
C -4.305276 -6.742058 -2.025904 0.03 1.61 0.61
C -3.987535 -5.210402 -2.007652 -0.13 -0.83 -0.18
C -4.610604 -4.557674 -0.803143 0.55 0.92 0.14
N -6.044169 -4.878530 -0.920963 -0.29 1.14 1.37
O -6.595460 -4.166456 0.238797 -1.64 -0.04 -1.18
C -3.963456 -4.954304 0.544204 0.50 0.76 0.39
C -4.454868 -2.997199 -0.922514 -0.34 -1.23 -0.25
C -6.398864 -6.872858 0.554405 -0.88 -0.38 -0.54
H -8.464226 -7.238135 -1.287664 0.07 -0.19 -0.36
H -8.296592 -5.660819 -2.139708 0.27 -0.15 -0.05
H -8.713049 -5.786136 -0.420654 0.35 0.11 -0.12
H -5.802450 -8.083736 -1.826530 -1.09 -0.87 0.03
H -6.257723 -6.729620 -2.939601 -0.19 -0.28 0.19
H -3.847693 -7.138163 -2.919221 -0.04 -0.51 -0.29
H -3.828695 -7.206008 -1.153441 0.02 -0.06 -0.20
H -4.496574 -4.756055 -2.859700 0.14 -0.02 -0.27
H -2.918679 -4.941322 -2.080359 -0.31 -0.45 0.10
H -3.850429 -6.038455 0.643173 0.68 0.40 -0.05
H -3.000403 -4.352529 0.747098 -1.22 -1.26 -0.52
H -4.646531 -4.665707 1.349176 0.06 0.06 -0.06
H -5.025413 -2.537770 -0.123258 0.15 0.16 -0.04
H -3.400804 -2.755296 -0.838814 0.21 0.13 0.06
H -4.805716 -2.650081 -1.900355 -0.12 -0.02 0.15
H -5.372431 -7.012031 0.853555 0.03 -0.32 0.13
H -6.987007 -7.799585 0.606667 0.44 -0.01 -0.05
H -6.895311 -6.179661 1.208913 0.08 0.21 0.63
H -7.472286 -3.921026 -0.133282 0.79 0.07 0.62
C -6.535514 2.015300 -1.622138 0.53 -1.94 1.27
C -6.081512 2.443043 -0.209582 -0.13 0.03 0.62
C -6.383734 1.299923 0.853608 -0.21 -0.37 -1.31
C -5.383884 0.135453 0.808590 -0.83 -0.63 -0.30
C -4.029169 0.762229 1.014501 0.12 0.54 0.87
C -3.638857 1.764018 -0.080923 -1.14 -0.42 -1.22
N -4.669323 2.845313 -0.085148 0.88 -1.14 0.37
O -4.287025 3.738039 -1.138121 -0.41 0.33 0.25
C -2.287784 2.459785 0.121237 0.52 -0.05 1.43
C -3.533071 0.944754 -1.457594 -0.34 0.59 0.49
C -6.869472 3.689808 0.150958 -1.80 -0.24 0.36
H -5.905371 1.196961 -1.986505 -0.47 0.09 0.15
H -6.468653 2.750264 -2.367730 -0.10 1.39 -0.72
H -7.547937 1.629769 -1.505488 -0.12 0.14 -0.34
H -6.411144 1.692932 1.867788 0.20 0.30 0.02
H -7.386572 0.890463 0.664535 0.04 0.42 -0.11
H -5.417434 -0.510530 -0.141450 -0.09 1.31 1.18
H -5.626486 -0.598048 1.629719 0.32 0.79 -0.67
H -3.341294 -0.040172 1.013277 1.33 -0.73 0.07
H -4.000115 1.220667 2.041061 0.06 -0.14 -0.90
H -1.488456 1.767367 0.453732 -0.43 -0.03 -0.54
H -1.977614 2.981981 -0.783810 0.10 -0.13 0.02
H -2.299147 3.205492 0.959731 -0.49 -0.54 -0.70
H -4.373302 0.325018 -1.831402 0.34 0.49 0.79
H -3.283517 1.612385 -2.293675 0.26 -0.11 0.33
H -2.752311 0.243928 -1.229409 0.81 -0.37 -0.40
H -6.599859 4.201558 1.095521 -0.25 -0.82 -0.18
H -7.983892 3.466383 0.053070 1.28 0.32 0.57
H -6.686255 4.415784 -0.596238 0.24 0.85 -0.96
H -3.820395 4.405794 -0.613928 -0.24 0.03 -0.42
C 4.073231 -3.069975 4.333641 -0.04 0.56 0.84
C 5.091301 -3.556494 3.340101 -0.39 1.01 -0.98
C 5.093985 -5.042066 3.364526 0.57 -0.57 0.02
C 5.822255 -5.644591 2.180713 0.32 -1.02 0.06
C 5.149721 -5.270684 0.848709 0.26 0.67 0.81
C 5.068177 -3.724815 0.690077 -0.96 0.31 1.36
N 4.532197 -3.144331 1.989303 0.10 -0.42 0.24
O 4.402795 -1.714927 1.936969 -0.14 -0.75 -0.30
C 6.445539 -3.171104 0.350599 0.18 0.46 0.04
C 3.990197 -3.397320 -0.360430 1.31 -0.63 0.09
C 6.484404 -3.022068 3.589060 0.20 0.77 -0.84
H 4.062031 -1.962989 4.415264 -0.04 -0.74 0.06
H 4.251765 -3.539803 5.315576 0.07 0.36 -0.17
H 3.107369 -3.423868 3.991451 -0.36 0.14 -0.02
H 5.631457 -5.372237 4.273869 -0.59 0.06 -0.17
H 4.050492 -5.350568 3.385491 0.03 -0.37 0.04
H 5.833919 -6.722596 2.400302 -0.26 -0.04 -0.67
H 6.887868 -5.422202 2.251451 0.07 0.44 -0.32
H 4.128191 -5.628428 0.976785 -0.09 -0.10 -0.62
H 5.644888 -5.669508 -0.063791 -0.43 -0.01 0.68
H 7.044978 -3.005189 1.243187 0.01 -0.42 -0.45
H 6.985645 -3.797393 -0.340936 0.20 -0.35 -0.26
H 6.425092 -2.182179 -0.071133 -0.40 0.52 -0.49
H 3.904631 -2.354376 -0.529724 0.17 1.07 -0.11
H 4.322527 -3.893278 -1.262818 -0.16 -0.03 -0.60
H 2.995877 -3.713607 -0.117729 -0.34 -0.62 0.50
H 7.081667 -3.351722 2.743920 0.32 0.16 0.53
H 7.000916 -3.362323 4.464883 -0.16 -0.30 0.78
H 6.465494 -1.925178 3.597757 0.10 -0.28 0.06
H 5.284062 -1.328178 1.804535 0.44 0.06 -0.05
C -1.350480 -1.702033 -6.474374 0.98 -1.08 0.74
C -1.835496 -1.799273 -5.003827 0.42 0.86 0.27
C -2.564891 -3.093393 -4.689303 0.63 -0.04 1.08
C -1.594521 -4.272784 -4.717470 -0.20 -0.37 0.91
C -0.491984 -4.079425 -3.639583 -0.55 1.62 -0.89
C 0.283313 -2.727721 -3.769742 0.01 -1.80 -1.01
N -0.739944 -1.689684 -3.963065 0.36 0.74 -0.80
O 0.026667 -0.497547 -4.307312 -0.82 -0.09 0.51
C 1.053913 -2.405385 -2.479954 -0.46 0.49 -0.52
C 1.306234 -2.862306 -4.918025 1.10 -0.03 0.92
C -2.795559 -0.579047 -4.770325 1.48 -0.34 0.55
H -2.183478 -1.421700 -7.093791 -0.28 0.32 -0.35
H -0.996944 -2.699083 -6.838671 -0.10 0.91 0.17
H -0.522264 -0.963611 -6.517524 -0.63 -0.43 -0.23
H -2.966545 -2.972613 -3.660664 0.04 -0.17 -0.48
H -3.387853 -3.243830 -5.360947 -0.50 -0.02 -0.45
H -1.219993 -4.381763 -5.732698 0.35 -0.14 0.03
H -2.121987 -5.219104 -4.471372 0.16 0.47 -0.22
H 0.215215 -4.871622 -3.670460 0.63 -0.81 0.13
H -0.979368 -4.040535 -2.679671 -0.25 -0.29 0.57
H 0.226103 -2.133644 -1.810343 0.72 0.02 0.55
H 1.688346 -3.237746 -2.110192 -0.57 0.38 -0.24
H 1.699183 -1.525638 -2.703903 -0.38 -0.47 0.48
H 0.873586 -3.262342 -5.820989 -0.13 0.10 -0.39
H 1.750980 -1.853997 -5.066444 -0.10 -0.81 -0.26
H 2.122355 -3.599841 -4.600061 -0.98 1.06 -0.33
H -3.789259 -0.943248 -4.901516 -0.90 0.14 -0.49
H -2.516316 0.248485 -5.422028 -0.37 -0.10 -0.21
H -2.739451 -0.176702 -3.754298 0.11 -0.37 0.05
H -0.320339 0.098525 -3.634565 0.32 0.32 -0.05
C -1.132876 -2.689107 6.603245 -1.43 -0.02 0.32
C -2.092879 -3.041009 5.421059 -0.86 -0.27 0.79
C -2.188813 -4.582551 5.223191 0.72 0.83 1.56
C -3.279113 -4.972408 4.301280 -1.23 1.07 -1.02
C -4.658645 -4.476624 4.825456 1.14 0.99 -0.41
C -4.661831 -2.897465 5.024776 0.20 -1.09 0.44
N -3.454191 -2.535188 5.781352 -0.03 0.23 1.02
O -3.466665 -1.054959 5.914980 0.49 -1.53 0.00
C -4.866512 -2.053718 3.768387 0.91 0.75 0.29
C -5.868991 -2.543671 5.907597 0.19 0.74 -0.21
C -1.606890 -2.381617 4.171745 0.81 0.78 0.32
H -1.305319 -1.630255 6.843721 0.38 -0.23 -0.08
H -0.099031 -2.835749 6.330388 0.32 -0.08 -0.10
H -1.359073 -3.260369 7.535425 0.06 0.22 -0.80
H -1.194155 -4.904119 4.870977 -0.33 -0.04 0.10
H -2.383329 -5.055638 6.217220 0.28 0.31 -0.56
H -3.237629 -6.026342 4.141581 -0.39 -0.97 -0.03
H -3.127618 -4.534363 3.295560 -0.01 -0.15 0.37
H -4.891731 -4.935426 5.778696 0.08 -0.09 0.35
H -5.456427 -4.761793 4.144717 -0.11 0.14 -0.20
H -5.780870 -2.381053 3.321196 -0.41 -0.13 -0.82
H -5.009889 -1.034458 4.142201 -0.24 -0.06 -0.19
H -4.018118 -1.908930 3.077575 -0.39 -0.82 0.07
H -5.859445 -2.966324 6.913485 0.30 0.02 -0.08
H -5.914020 -1.435769 5.930496 -0.20 -0.68 0.40
H -6.757002 -2.896633 5.408365 -0.50 -0.11 -0.18
H -0.541945 -2.498707 4.197857 0.92 0.18 -0.29
H -1.828688 -1.299865 4.265192 0.02 -0.56 -0.65
H -1.911377 -2.886057 3.270504 -0.58 0.29 -0.42
H -3.432328 -1.001011 6.876495 -0.10 0.27 -0.07
C 5.610369 5.174948 -1.752039 1.11 0.24 -0.90
C 4.440661 6.073990 -1.588448 -0.34 -0.31 0.42
C 4.796754 7.429128 -1.052212 -1.21 1.01 0.68
O 5.485619 7.296035 0.166790 0.39 0.28 -0.09
C 5.354414 8.450651 0.966710 -0.07 -0.93 1.42
N 3.718476 6.264050 -2.860438 -0.82 -1.14 0.35
H 6.237602 5.632025 -2.513177 0.29 -0.22 -0.35
H 5.306927 4.204225 -2.067103 -0.44 -0.84 -0.61
H 6.248426 4.978563 -0.909420 -0.04 0.42 0.83
H 3.826572 5.628034 -0.808234 -0.52 -0.12 0.13
H 3.831100 7.912705 -0.741440 0.39 -0.08 -0.84
H 5.313715 8.100815 -1.756679 0.05 -0.33 -0.02
H 6.030346 9.270000 0.736663 0.17 0.07 -0.44
H 5.614745 8.070059 1.975391 -0.18 0.59 -0.31
H 4.313170 8.825420 0.986474 0.33 -0.14 -0.08
H 3.033997 6.975169 -2.612068 -0.28 -0.02 -0.49
H 3.150802 5.393210 -3.087436 1.04 1.39 0.38
C 0.649110 1.591921 -1.834647 0.70 0.94 1.13
C 1.456290 1.828079 -0.498828 -0.46 -0.55 -1.23
C 1.781616 0.491053 0.198547 -1.30 -0.39 -0.87
O 0.587407 -0.231517 0.556673 0.68 -0.30 0.33
C 0.865257 -1.522165 1.173628 0.61 1.05 0.05
N 2.695525 2.578025 -0.793385 0.27 -0.36 0.48
H -0.254492 1.041659 -1.647572 -0.22 -0.83 0.22
H 1.341187 1.101637 -2.492470 0.09 -0.56 -0.58
H 0.282184 2.494102 -2.337430 0.49 0.30 0.31
H 0.828391 2.381805 0.177899 -0.16 0.56 0.39
H 2.322303 0.766329 1.091044 0.56 -0.33 0.43
H 2.327203 -0.165427 -0.501021 0.47 0.31 0.29
H -0.106185 -1.828720 1.551304 0.09 -0.27 0.17
H 1.626047 -1.426529 2.000852 -0.79 -0.05 -0.72
H 1.263486 -2.271187 0.463487 -0.24 0.43 0.04
H 3.216970 2.829986 0.066196 -0.56 -0.15 -0.48
H 3.329806 1.938147 -1.286929 -0.26 0.22 0.01
C 6.309432 0.850742 -0.213161 0.03 0.63 -0.87
C 6.532599 1.153565 1.225081 -1.21 0.03 0.72
C 5.191670 1.574133 1.898010 -0.45 0.20 1.00
O 4.769213 2.893799 1.618809 0.60 0.83 -0.06
C 5.501779 3.911351 2.353016 -1.50 -0.53 -0.54
N 6.934272 -0.110155 1.825048 0.50 -0.34 -0.07
H 5.502793 0.130535 -0.327724 -0.04 -0.10 -0.07
H 7.215599 0.480274 -0.669465 0.34 -0.42 -0.14
H 6.084118 1.748727 -0.770137 -0.39 0.36 -0.20
H 7.197665 2.012830 1.381717 0.35 -0.33 -0.13
H 5.236876 1.507898 3.019683 0.32 -0.42 -0.68
H 4.311794 1.002074 1.573309 0.64 -0.55 -0.03
H 6.502182 3.579850 2.520412 0.89 0.28 -0.16
H 5.035622 4.078466 3.304128 -0.30 -0.24 0.82
H 5.347509 4.839933 1.823697 0.63 0.19 -0.49
H 7.852856 -0.481760 1.524712 -0.85 0.59 0.31
H 6.869927 -0.072413 2.822199 0.39 0.03 0.60
C 2.639079 1.988933 -5.047183 1.11 -0.23 1.99
C 3.921895 2.399235 -4.238896 -0.46 0.99 -0.38
C 4.784810 1.202756 -3.902841 -0.50 -0.67 -0.13
O 4.102397 0.213794 -3.108544 0.24 0.75 -0.24
C 4.838453 -0.985886 -3.031274 0.32 -0.45 -0.20
N 4.700545 3.327231 -5.105920 -0.69 -0.18 1.27
H 1.805567 2.695627 -4.906736 0.50 -0.21 -0.48
H 2.363613 1.028861 -4.606504 -0.46 -0.04 -0.26
H 2.979909 1.803993 -6.060907 -0.46 0.22 -0.36
H 3.704802 2.919020 -3.281041 -0.31 -0.14 -0.65
H 5.682674 1.540541 -3.382981 0.22 -0.04 0.10
H 5.072248 0.787948 -4.875939 0.22 -0.43 0.06
H 5.863857 -0.803994 -2.654270 -0.15 0.06 -0.36
H 4.900556 -1.453409 -4.069094 -0.10 0.17 1.36
H 4.383604 -1.630561 -2.245389 0.00 0.33 -1.10
H 4.807412 2.876083 -5.998204 0.53 0.06 -0.28
H 5.585764 3.573127 -4.663978 -0.12 -0.08 -0.46
```
Positions in Å, forces in eV/Å.